Entry from the Open Molecules 2025 dataset: a structure of composition C41H36ClN4O8P2Sm in a non-equilibrium geometry (wB97M-V/def2-TZVPD).

Computed properties:
- Relative energy (zero: lowest compared OMol25 entry of this formula, charge and spin): 26.7 kcal/mol
- Total energy: -114446.132 eV
- Multiplicity: 6
- LUMO energy (alpha / beta): -0.208 / -0.204 eV
- HOMO-LUMO gap (alpha / beta): 8.22 / 8.23 eV
- Total charge: 0

Geometry (Å):
1 Sm -0.360259 0.692056 0.687410
2 C -0.220559 -1.105044 5.011610
3 C -0.825159 -0.248144 3.930910
4 O -0.480559 -0.392744 2.753310
5 N -1.765259 0.620056 4.310710
6 C -2.352759 1.597656 3.407510
7 C -3.370859 1.000656 2.472510
8 C -4.635559 1.562756 2.354210
9 C -5.524359 1.027756 1.440910
10 C -5.140859 -0.089444 0.718210
11 C -3.867759 -0.594044 0.920810
12 N -2.980759 -0.050244 1.746010
13 H 0.723141 -0.663544 5.325810
14 H -0.008359 -2.086744 4.596310
15 H -0.873259 -1.193944 5.873110
16 H -1.871059 0.809456 5.296610
17 H -1.552759 2.052356 2.798610
18 H -2.792359 2.391256 4.008210
19 H -4.913559 2.424756 2.938210
20 H -6.499859 1.469256 1.312310
21 H -5.800159 -0.543544 -0.004390
22 H -3.538259 -1.488344 0.405410
23 C -1.785359 -0.558144 -2.653390
24 C -1.770259 -1.929244 -1.966390
25 P -0.485959 -1.858944 -0.622890
26 C -0.800959 -3.345944 0.410310
27 C -1.412559 -4.497144 -0.073690
28 C -1.398259 -5.658044 0.680610
29 C -0.772559 -5.680844 1.916010
30 C -0.198059 -4.526044 2.423210
31 C -0.211659 -3.364044 1.673210
32 C 1.070941 -2.546744 -1.313890
33 C 1.209041 -3.085544 -2.586890
34 C 2.444641 -3.540544 -3.016290
35 C 3.549841 -3.453644 -2.186790
36 C 3.412141 -2.933444 -0.911290
37 C 2.178641 -2.495844 -0.471690
38 P 0.000141 -0.054444 -2.954990
39 C -0.068559 1.716456 -2.491190
40 C -1.024559 2.610456 -2.965890
41 C -0.996759 3.928056 -2.547890
42 C -0.036759 4.358356 -1.644790
43 C 0.924941 3.478856 -1.169190
44 C 0.922441 2.158356 -1.606390
45 C 0.015441 0.089956 -4.783790
46 C 0.552041 1.190656 -5.446190
47 C 0.610841 1.212156 -6.828790
48 C 0.177441 0.123756 -7.567590
49 C -0.343959 -0.982744 -6.917490
50 C -0.420259 -0.997344 -5.537490
51 H -2.237659 0.188156 -1.985690
52 H -2.358359 -0.580544 -3.583190
53 H -1.566759 -2.729044 -2.682490
54 H -2.739559 -2.145844 -1.507490
55 H -1.889859 -4.495344 -1.042190
56 H -1.857659 -6.555144 0.289510
57 H -0.722159 -6.601544 2.477510
58 H 0.275541 -4.548344 3.395210
59 H 0.241141 -2.453444 2.047910
60 H 0.370241 -3.147444 -3.266690
61 H 2.540641 -3.962244 -4.006990
62 H 4.517041 -3.782444 -2.534990
63 H 4.266741 -2.856944 -0.258190
64 H 2.077841 -2.072744 0.517210
65 H -1.784359 2.273556 -3.656190
66 H -1.737959 4.624756 -2.910090
67 H -0.034159 5.388756 -1.322290
68 H 1.695841 3.820656 -0.490090
69 H 1.746941 1.487756 -1.367090
70 H 0.920541 2.034156 -4.881290
71 H 1.007041 2.079256 -7.337590
72 H 0.249441 0.139256 -8.644890
73 H -0.678959 -1.835844 -7.490790
74 H -0.820259 -1.867144 -5.034690
75 O 3.714841 0.784056 -0.007890
76 C 2.775341 0.883656 0.765910
77 O 1.688841 0.205556 0.690110
78 C 2.870141 1.878856 1.916910
79 C 4.112341 2.289856 2.324110
80 C 4.258841 3.185556 3.393210
81 C 3.147041 3.602156 4.102210
82 C 1.888641 3.174656 3.724210
83 C 1.677741 2.377156 2.544010
84 O 0.513741 2.203156 2.062310
85 N 0.795141 3.545456 4.543610
86 O -0.155959 2.774656 4.611210
87 O 0.862941 4.577256 5.183110
88 N 5.549241 3.642456 3.789410
89 O 5.621641 4.389356 4.748410
90 O 6.507741 3.264256 3.144910
91 H 4.980941 1.926856 1.793110
92 H 3.262741 4.242956 4.964410
93 Cl -2.244059 2.099256 -0.160490

Atoms 1-3, force components in eV/Å:
Sm -1.019 0.377 0.821
C 0.032 0.110 -0.210
C -0.220 -0.224 0.453